# 1
{
  "formula": "C23H18Cl4GeKN4O3",
  "method": "ωB97M-V with the def2-TZVPD basis set",
  "species": ["K", "Cl", "C", "C", "C", "C", "O", "C", "C", "N", "C", "C", "C", "C", "C", "C", "C", "C", "N", "C", "C", "H", "H", "H", "H", "H", "H", "H", "H", "H", "H", "Cl", "Ge", "Cl", "Cl", "O", "C", "N", "C", "O", "C", "C", "C", "C", "N", "C", "H", "H", "H", "H", "H", "H", "H", "H"],
  "xyz": [[0.171, -0.148, -0.243], [2.156, -4.356, 5.466], [2.298, -3.333, 4.053], [3.154, -3.710, 3.005], [3.229, -2.949, 1.870], [2.435, -1.760, 1.676], [2.398, -1.181, 0.560], [1.709, -1.314, 2.849], [1.118, -0.002, 2.970], [1.053, 0.918, 2.072], [0.654, 2.189, 2.496], [1.138, 2.736, 3.663], [0.760, 4.018, 4.104], [-0.104, 4.767, 3.366], [-0.600, 4.259, 2.142], [-1.499, 5.006, 1.348], [-1.943, 4.493, 0.169], [-1.469, 3.230, -0.229], [-0.647, 2.490, 0.486], [-0.208, 2.979, 1.676], [1.632, -2.141, 3.986], [3.762, -4.602, 3.117], [3.895, -3.213, 1.054], [0.699, 0.212, 3.964], [1.856, 2.165, 4.238], [1.170, 4.400, 5.030], [-0.415, 5.754, 3.686], [-1.823, 5.980, 1.695], [-2.634, 5.030, -0.466], [-1.803, 2.821, -1.178], [1.045, -1.808, 4.835], [-2.892, -0.575, -3.342], [-2.628, -1.820, -1.533], [-3.053, -0.402, 0.116], [-4.304, -3.191, -1.332], [4.707, -5.433, -1.259], [3.881, -6.405, -0.667], [2.764, -5.830, 0.051], [1.784, -5.231, -0.677], [1.734, -5.297, -1.893], [0.733, -4.492, 0.098], [0.532, -4.591, 1.468], [-0.480, -3.852, 2.060], [-1.268, -3.044, 1.261], [-1.066, -2.945, -0.059], [-0.095, -3.656, -0.625], [4.224, -5.050, -2.001], [4.500, -6.952, 0.039], [3.479, -7.089, -1.414], [2.943, -5.457, 0.971], [1.145, -5.234, 2.086], [-0.654, -3.902, 3.125], [-2.077, -2.456, 1.675], [0.032, -3.576, -1.699]],
  "e_above_lowest_kcal_mol": 19.8,
  "lumo_ev": [-0.5, -2.2],
  "multiplicity": 2,
  "total_charge": 0,
  "e_homo_ev": [-7.29, -7.29]
}

---

# 2
{
  "formula": "C23H18ClCsN5O2S",
  "method": "ωB97M-V with the def2-TZVPD basis set",
  "species": ["Cs", "N", "C", "C", "N", "C", "C", "N", "C", "C", "N", "H", "H", "H", "H", "H", "H", "C", "C", "C", "C", "C", "C", "C", "C", "C", "S", "C", "N", "H", "H", "H", "H", "H", "H", "H", "H", "Cl", "C", "C", "C", "C", "O", "C", "C", "O", "C", "H", "H", "H", "H"],
  "xyz": [[0.600, 1.218, 0.760], [2.784, -1.876, 4.557], [3.472, -2.596, 3.627], [3.138, -2.068, 2.398], [2.295, -1.001, 2.548], [2.075, -0.889, 3.891], [1.058, -0.051, 4.575], [0.531, 1.058, 4.110], [-0.358, 1.453, 5.080], [-0.297, 0.643, 6.194], [0.600, -0.371, 5.827], [2.803, -2.020, 5.555], [4.072, -3.461, 3.876], [3.402, -2.402, 1.410], [-1.016, 2.275, 4.824], [-0.894, 0.603, 7.088], [0.921, -1.119, 6.451], [1.805, -1.733, -1.437], [0.364, -2.157, -1.469], [0.091, -3.214, -2.405], [-1.218, -3.525, -2.560], [-2.218, -2.992, -1.727], [-3.594, -3.277, -1.895], [-4.550, -2.596, -1.156], [-4.182, -1.716, -0.131], [-2.837, -1.453, 0.126], [-2.482, -0.520, 1.482], [-1.807, -2.014, -0.772], [-0.559, -1.525, -0.752], [2.351, -2.398, -2.090], [2.151, -1.765, -0.403], [1.917, -0.729, -1.814], [0.870, -3.640, -3.028], [-1.477, -4.256, -3.325], [-3.841, -3.904, -2.769], [-5.613, -2.713, -1.347], [-4.949, -1.230, 0.492], [-0.881, 5.336, -6.112], [-0.167, 4.920, -4.615], [-0.500, 5.806, -3.591], [-0.210, 5.474, -2.303], [0.259, 4.163, -1.978], [0.207, 3.710, -0.801], [0.875, 3.392, -3.110], [1.495, 2.120, -2.786], [1.121, 1.289, -1.973], [0.651, 3.814, -4.444], [-1.131, 6.692, -3.798], [-0.389, 6.136, -1.498], [2.362, 1.882, -3.448], [0.900, 3.227, -5.333]],
  "e_above_lowest_kcal_mol": 0.0,
  "lumo_ev": 1.5,
  "total_charge": -1,
  "e_homo_ev": -3.06
}

---

# 3
{
  "formula": "C23H18F5NO7OsS2Se",
  "method": "ωB97M-V with the def2-TZVPD basis set",
  "species": ["Os", "O", "S", "O", "O", "C", "C", "C", "C", "C", "C", "S", "O", "O", "O", "H", "H", "H", "H", "F", "C", "C", "F", "C", "F", "C", "O", "C", "F", "C", "F", "Se", "C", "C", "C", "C", "C", "C", "H", "H", "H", "H", "H", "C", "C", "C", "C", "C", "N", "H", "H", "H", "H", "H", "H", "H", "H", "H"],
  "xyz": [[-0.411, 0.794, -0.310], [-0.209, 2.777, -1.138], [0.585, 3.392, -0.031], [1.555, 4.355, -0.440], [1.103, 2.239, 0.732], [-0.588, 4.238, 1.016], [-0.351, 5.589, 1.204], [-1.194, 6.349, 2.008], [-2.275, 5.758, 2.629], [-2.522, 4.402, 2.450], [-1.691, 3.638, 1.649], [-2.145, 1.919, 1.502], [-3.250, 1.688, 2.369], [-0.917, 1.116, 1.787], [-2.379, 1.651, 0.059], [0.501, 6.037, 0.715], [-0.992, 7.403, 2.143], [-2.934, 6.340, 3.259], [-3.361, 3.922, 2.932], [-4.016, -2.914, 4.219], [-3.165, -2.462, 3.294], [-1.829, -2.273, 3.606], [-1.395, -2.532, 4.843], [-0.954, -1.805, 2.647], [0.326, -1.604, 2.987], [-1.363, -1.510, 1.344], [-0.470, -1.090, 0.452], [-2.711, -1.730, 1.061], [-3.174, -1.495, -0.176], [-3.603, -2.187, 2.014], [-4.884, -2.379, 1.693], [-1.400, 0.044, -2.231], [-1.077, -1.806, -2.594], [-0.063, -2.572, -2.029], [0.056, -3.910, -2.373], [-0.827, -4.485, -3.276], [-1.838, -3.720, -3.839], [-1.963, -2.382, -3.500], [0.602, -2.141, -1.296], [0.837, -4.510, -1.923], [-0.731, -5.532, -3.536], [-2.534, -4.165, -4.537], [-2.757, -1.784, -3.932], [3.739, -2.099, -1.912], [3.862, -0.783, -1.134], [4.600, 0.281, -1.954], [4.551, -1.006, 0.220], [2.500, -0.293, -0.872], [1.444, 0.088, -0.667], [4.740, -2.476, -2.124], [3.215, -1.954, -2.857], [3.203, -2.851, -1.332], [5.618, -0.062, -2.139], [4.643, 1.229, -1.417], [4.109, 0.452, -2.912], [5.562, -1.373, 0.041], [4.013, -1.739, 0.820], [4.610, -0.076, 0.784]],
  "e_above_lowest_kcal_mol": 3.5,
  "lumo_ev": -1.9,
  "total_charge": 0,
  "e_homo_ev": -8.30
}

---

# 4
{
  "formula": "C23H18GdN4O3S",
  "method": "ωB97M-V with the def2-TZVPD basis set",
  "species": ["Gd", "O", "C", "N", "C", "O", "C", "C", "C", "C", "C", "N", "C", "C", "C", "C", "C", "N", "H", "H", "H", "H", "H", "H", "H", "H", "C", "C", "C", "C", "C", "C", "H", "H", "H", "H", "H", "H", "O", "N", "C", "C", "C", "C", "C", "S", "H", "H", "H", "H"],
  "xyz": [[-0.353, -0.091, 0.171], [0.089, -1.052, -4.268], [-0.163, -0.687, -3.122], [-0.131, -1.379, -1.965], [0.171, -2.703, -1.872], [0.574, -3.407, -2.803], [-0.080, -3.365, -0.588], [-0.092, -4.772, -0.495], [-0.571, -5.382, 0.695], [-0.839, -4.547, 1.745], [-0.760, -3.155, 1.642], [-0.393, -2.589, 0.479], [-0.610, 0.714, -2.977], [-0.861, 1.369, -4.182], [-1.590, 2.570, -4.235], [-1.926, 3.094, -2.978], [-1.517, 2.476, -1.803], [-0.788, 1.330, -1.782], [0.301, -5.287, -1.358], [-0.749, -6.449, 0.701], [-1.203, -4.927, 2.736], [-0.978, -2.459, 2.466], [-0.562, 0.883, -5.091], [-1.756, 3.078, -5.154], [-2.602, 3.939, -2.834], [-1.884, 2.888, -0.845], [3.377, 1.419, -2.006], [3.185, 2.244, -0.889], [2.458, 1.751, 0.202], [2.361, 0.349, 0.367], [2.704, -0.481, -0.697], [3.123, 0.051, -1.937], [3.602, 1.833, -2.987], [3.571, 3.291, -0.945], [2.065, 2.414, 0.956], [2.172, -0.085, 1.350], [2.745, -1.556, -0.560], [3.115, -0.577, -2.825], [-0.044, -0.039, 2.288], [-0.655, 0.774, 3.209], [-0.058, 0.985, 4.428], [-0.672, 1.849, 5.312], [-1.823, 2.532, 4.901], [-2.406, 2.339, 3.659], [-1.855, 1.330, 2.774], [-2.608, 0.920, 1.272], [0.843, 0.420, 4.608], [-0.343, 1.944, 6.343], [-2.290, 3.280, 5.546], [-3.294, 2.920, 3.348]],
  "e_above_lowest_kcal_mol": 0.0,
  "lumo_ev": [-0.1, -0.1],
  "multiplicity": 7,
  "total_charge": 0,
  "e_homo_ev": [-8.46, -4.08]
}

---

# 5
{
  "formula": "C23H18N4O4S",
  "method": "ωB97M-V with the def2-TZVPD basis set",
  "species": ["C", "C", "C", "C", "C", "N", "C", "N", "C", "N", "C", "N", "H", "C", "C", "C", "C", "O", "H", "S", "O", "O", "C", "C", "C", "C", "C", "C", "H", "H", "H", "H", "H", "C", "C", "C", "C", "C", "O", "H", "H", "H", "H", "H", "H", "H", "H", "H", "H", "H"],
  "xyz": [[5.248, 0.891, -0.747], [4.307, 1.980, -0.354], [4.713, 3.249, -0.056], [3.772, 4.235, 0.305], [2.458, 3.908, 0.357], [2.031, 2.649, 0.067], [2.915, 1.658, -0.294], [2.543, 0.434, -0.578], [1.244, 0.108, -0.512], [0.909, -1.164, -0.810], [-0.408, -1.639, -0.762], [-0.595, -2.861, -1.049], [-1.563, -3.155, -1.012], [-1.408, -0.654, -0.393], [-1.099, 0.621, -0.101], [0.258, 1.045, -0.156], [0.616, 2.389, 0.155], [-0.131, 3.293, 0.473], [-1.845, 1.350, 0.179], [-3.100, -1.262, -0.340], [-3.467, -1.672, -1.671], [-3.190, -2.243, 0.709], [-4.080, 0.170, 0.116], [-4.313, 0.429, 1.453], [-5.055, 1.545, 1.803], [-5.551, 2.382, 0.814], [-5.316, 2.107, -0.524], [-4.574, 0.992, -0.879], [-4.378, 0.738, -1.909], [-5.709, 2.759, -1.289], [-6.128, 3.252, 1.089], [-5.246, 1.762, 2.842], [-3.919, -0.251, 2.191], [1.952, -2.123, -1.136], [2.460, -2.804, 0.094], [2.961, -2.305, 1.262], [3.257, -3.425, 2.075], [2.915, -4.516, 1.339], [2.432, -4.148, 0.143], [2.967, -5.566, 1.547], [3.666, -3.414, 3.064], [3.101, -1.271, 1.507], [1.505, -2.877, -1.787], [2.754, -1.578, -1.637], [1.668, 4.594, 0.624], [4.090, 5.237, 0.539], [5.761, 3.505, -0.096], [5.090, 0.019, -0.116], [6.279, 1.222, -0.667], [5.047, 0.583, -1.771]],
  "smiles": "[H]/N=c1\\c(S(=O)(=O)c2ccccc2)cc2c(=O)n3cccc(C)c3nc2n1Cc1ccco1",
  "e_above_lowest_kcal_mol": 0.0,
  "lumo_ev": -0.5,
  "total_charge": 0,
  "e_homo_ev": -8.20
}

---

# 6
{
  "formula": "C23H19BrN4O5",
  "method": "ωB97M-V with the def2-TZVPD basis set",
  "species": ["C", "H", "O", "C", "C", "C", "C", "C", "C", "O", "H", "Br", "H", "C", "N", "N", "C", "O", "C", "C", "C", "C", "C", "C", "N", "H", "C", "C", "H", "H", "H", "C", "C", "C", "C", "C", "C", "H", "H", "H", "N", "O", "O", "H", "H", "H", "H", "H", "H", "H", "H", "H"],
  "xyz": [[-5.363, 0.625, -1.864], [-4.812, -0.259, -2.195], [-4.875, 1.793, -2.487], [-3.570, 2.140, -2.256], [-2.677, 1.442, -1.473], [-1.366, 1.906, -1.310], [-0.962, 3.075, -1.944], [-1.863, 3.767, -2.732], [-3.167, 3.326, -2.904], [-4.028, 4.022, -3.677], [-4.881, 3.566, -3.673], [-1.335, 5.362, -3.612], [0.045, 3.447, -1.831], [-0.439, 1.162, -0.479], [-0.831, 0.068, 0.027], [-0.156, -0.766, 0.818], [-0.981, -1.744, 1.387], [-2.151, -1.808, 1.086], [-0.329, -2.658, 2.331], [-1.100, -3.547, 3.076], [-0.497, -4.447, 3.929], [0.889, -4.474, 4.033], [1.668, -3.599, 3.302], [1.065, -2.675, 2.451], [1.801, -1.826, 1.663], [2.792, -1.793, 1.853], [1.247, -0.558, 1.222], [1.281, 0.478, 2.360], [0.948, 1.453, 2.015], [0.611, 0.145, 3.151], [2.282, 0.564, 2.775], [2.085, -0.192, 0.003], [3.095, 0.756, 0.050], [3.869, 0.985, -1.080], [3.656, 0.290, -2.263], [2.656, -0.665, -2.299], [1.888, -0.913, -1.175], [1.117, -1.667, -1.206], [2.477, -1.222, -3.205], [4.273, 0.503, -3.121], [4.926, 1.968, -1.010], [5.584, 2.156, -2.008], [5.091, 2.536, 0.048], [3.299, 1.337, 0.936], [2.745, -3.622, 3.383], [1.365, -5.182, 4.694], [-1.095, -5.133, 4.508], [-2.172, -3.509, 2.959], [0.551, 1.605, -0.350], [-2.947, 0.534, -0.961], [-6.404, 0.544, -2.171], [-5.305, 0.702, -0.776]],
  "smiles": "COc1cc(/C=N/N2C(=O)c3ccccc3N[C@@]2(C)c2cccc([N+](=O)[O-])c2)cc(Br)c1O",
  "e_above_lowest_kcal_mol": 1.2,
  "lumo_ev": -0.8,
  "total_charge": 0,
  "e_homo_ev": -8.02
}